(1)
Entry from OMol25: a molecular structure, C28H32CsF5GeN2O4S2 at a distorted geometry (ωB97M-V/def2-TZVPD).

Geometry (Å):
Cs: -1.229 -0.779 -3.058
N: 0.724 -1.767 0.305
C: -0.583 -2.369 0.540
C: -1.757 -1.412 0.396
O: -1.540 -0.239 0.969
N: -2.807 -1.865 -0.153
C: -3.967 -0.999 -0.317
C: -3.607 -0.007 -1.426
O: -3.834 -0.313 -2.604
O: -2.955 1.014 -1.055
H: 1.308 -1.832 1.130
H: 0.637 -0.775 0.111
H: -0.643 -2.779 1.556
H: -0.758 -3.194 -0.157
H: -4.221 -0.453 0.599
H: -4.808 -1.616 -0.628
F: 4.727 3.982 1.605
C: 4.215 3.395 0.496
C: 3.187 2.472 0.587
F: 2.689 2.148 1.801
C: 2.678 1.884 -0.555
F: 1.688 0.982 -0.372
C: 3.127 2.167 -1.857
S: 2.456 1.432 -3.258
C: 4.176 3.105 -1.891
F: 4.714 3.471 -3.073
C: 4.704 3.704 -0.764
F: 5.707 4.606 -0.876
C: 3.070 -8.089 -0.626
C: 4.572 -7.978 -0.621
O: 5.277 -8.762 -0.026
S: 5.361 -6.654 -1.506
C: 4.030 -5.740 -2.231
C: 3.422 -4.694 -1.538
C: 2.364 -4.002 -2.094
C: 1.876 -4.334 -3.372
C: 2.517 -5.377 -4.065
C: 3.575 -6.066 -3.507
C: 0.774 -3.644 -3.943
C: -0.158 -3.037 -4.478
H: 2.812 -9.138 -0.764
H: 2.592 -7.474 -1.384
H: 2.712 -7.777 0.357
H: 3.785 -4.426 -0.553
H: 1.897 -3.193 -1.547
H: 2.159 -5.631 -5.055
H: 4.053 -6.871 -4.052
C: -4.254 3.414 3.593
C: -3.217 2.691 4.445
C: -1.797 2.754 3.874
C: -1.446 1.629 2.894
Ge: -2.158 1.508 1.022
C: -1.192 2.854 -0.026
C: -1.501 4.295 0.370
C: -2.860 4.764 -0.141
C: -3.249 6.131 0.405
H: -5.250 3.351 4.034
H: -4.307 2.994 2.590
H: -3.997 4.471 3.496
H: -3.508 1.643 4.566
H: -3.224 3.131 5.448
H: -1.085 2.716 4.704
H: -1.659 3.739 3.420
H: -1.714 0.675 3.359
H: -0.360 1.595 2.765
H: -3.692 1.587 1.146
H: -1.435 2.696 -1.075
H: -0.134 2.638 0.100
H: -0.723 4.952 -0.032
H: -1.467 4.428 1.455
H: -3.623 4.026 0.127
H: -2.838 4.791 -1.234
H: -3.386 6.092 1.487
H: -4.176 6.496 -0.038
H: -2.468 6.866 0.200

Results
Charge ... -2
ΔE to the lowest compared entry with this formula, charge and spin ... 0.8 kcal per mole

=====

(2)
Entry from OMol25: a molecular structure, C28H32F8O25 at a distorted geometry (ωB97M-V/def2-TZVPD).

Geometry (Å):
C: -0.218 0.745 -0.328
C: 0.847 -0.333 -0.174
O: 0.067 -1.329 0.427
C: -1.266 -1.007 0.575
O: -2.136 -1.740 0.866
O: -1.354 0.320 0.457
F: 1.624 0.178 0.754
H: -0.458 1.000 -1.360
H: 0.109 1.689 0.110
H: 1.437 -0.512 -1.072
C: 2.253 -2.465 -4.138
C: 0.947 -1.961 -4.776
O: 0.250 -1.481 -3.629
C: 0.724 -1.920 -2.510
O: 0.257 -1.733 -1.378
O: 1.796 -2.592 -2.737
F: 0.156 -2.968 -5.119
H: 3.115 -1.799 -4.158
H: 2.624 -3.432 -4.478
H: 1.104 -1.336 -5.655
C: 2.523 2.964 -2.120
C: 1.777 2.315 -1.011
O: 0.787 1.587 -1.709
C: 0.590 2.028 -2.941
O: -0.452 1.860 -3.582
O: 1.632 2.764 -3.249
F: 1.227 3.258 -0.192
H: 3.420 2.373 -2.305
H: 2.657 4.020 -1.885
H: 2.432 1.630 -0.473
C: -0.084 2.651 4.643
C: 0.745 3.877 4.060
O: 0.983 3.423 2.738
C: 0.443 2.177 2.501
O: 0.654 1.451 1.472
O: -0.295 1.877 3.503
F: 1.834 4.273 4.680
H: -1.025 2.890 5.138
H: 0.443 1.984 5.325
H: 0.106 4.760 4.058
C: 4.347 -0.433 -3.894
C: 3.264 0.605 -4.368
O: 2.796 1.082 -3.142
C: 3.068 0.271 -2.165
O: 2.528 0.339 -1.030
O: 3.972 -0.574 -2.558
F: 2.209 0.073 -5.003
H: 5.374 -0.077 -3.811
H: 4.353 -1.360 -4.468
H: 3.700 1.422 -4.943
C: -2.395 -2.855 2.524
C: -2.742 -3.146 3.988
O: -3.502 -4.331 3.863
C: -4.084 -4.254 2.611
O: -4.827 -5.074 2.073
O: -3.636 -3.191 2.026
F: -3.521 -2.159 4.400
H: -1.621 -3.561 2.223
H: -2.218 -1.819 2.235
H: -1.875 -3.226 4.643
C: -0.555 3.045 -1.029
C: -2.012 3.178 -0.521
O: -1.604 3.870 0.621
C: -0.675 4.797 0.263
O: -0.465 5.859 0.864
O: -0.078 4.380 -0.829
F: -2.426 1.933 -0.266
H: -0.709 2.754 -2.068
H: -0.250 2.127 -0.525
H: -2.690 3.871 -1.019
C: -1.860 -1.407 -2.094
C: -1.477 -2.843 -1.946
O: -2.679 -3.568 -2.324
C: -3.598 -2.736 -2.954
O: -4.576 -3.042 -3.533
O: -3.148 -1.441 -2.769
F: -1.309 -3.098 -0.655
H: -1.050 -0.817 -2.521
H: -2.012 -1.165 -1.042
H: -0.566 -3.133 -2.469
C: -1.145 -0.406 4.165
C: -0.288 -0.490 2.981
C: 0.533 -1.729 3.249
O: 0.677 -1.732 4.699
C: -0.309 -0.925 5.327
H: -1.979 -1.073 3.949
H: -1.512 0.611 4.306
H: 0.447 0.303 2.846
H: -0.836 -0.647 2.052
H: 1.496 -1.724 2.737
H: -0.132 -2.566 3.035
H: 0.154 -0.042 5.767
H: -0.830 -1.364 6.177

Results
Charge ... 0
ΔE to the lowest compared entry with this formula, charge and spin ... 783.0 kcal per mole

=====

(3)
Entry from OMol25: a molecular structure, C28H32InN4O2S3Se2 at a distorted geometry (ωB97M-V/def2-TZVPD).

Geometry (Å):
In: 12.403 11.970 6.576
O: 7.797 10.229 8.504
C: 8.771 11.256 8.732
C: 8.589 12.496 7.806
C: 7.154 13.070 7.970
O: 6.213 12.213 7.339
C: 9.550 13.601 8.278
Se: 11.441 13.208 8.729
C: 8.850 12.163 6.312
Se: 10.137 10.673 5.842
H: 8.142 9.606 7.851
H: 9.779 10.852 8.568
H: 8.725 11.622 9.781
H: 7.052 14.078 7.495
H: 6.895 13.176 9.047
H: 6.480 11.311 7.605
H: 9.203 13.920 9.274
H: 9.510 14.473 7.579
H: 9.272 13.041 5.779
H: 7.923 11.839 5.801
C: 15.023 13.744 10.559
C: 14.869 14.748 9.414
C: 15.894 14.646 8.305
C: 16.684 15.762 8.046
C: 17.656 15.740 7.051
C: 17.909 14.570 6.360
C: 17.236 13.369 6.653
C: 17.644 12.152 5.858
C: 16.842 12.027 4.532
C: 16.138 13.437 7.563
N: 15.199 12.444 7.653
C: 15.628 11.190 7.741
C: 14.823 10.047 7.461
C: 15.206 8.689 7.651
C: 14.092 7.882 7.305
C: 13.106 8.760 6.894
N: 13.486 10.052 6.936
H: 14.208 13.835 11.277
H: 15.978 13.945 11.097
H: 15.093 12.711 10.176
H: 14.968 15.764 9.801
H: 13.836 14.700 8.991
H: 16.505 16.674 8.622
H: 18.165 16.661 6.769
H: 18.676 14.512 5.588
H: 17.583 11.195 6.383
H: 18.714 12.291 5.624
H: 15.775 12.073 4.724
H: 17.049 11.114 3.973
H: 17.079 12.873 3.850
H: 16.671 10.901 8.050
H: 16.137 8.318 8.048
H: 13.963 6.795 7.313
H: 12.157 8.486 6.460
S: 15.946 18.014 5.428
C: 14.817 16.813 5.294
S: 15.130 15.372 4.372
C: 13.699 14.666 5.032
N: 12.972 15.403 5.842
N: 13.573 16.683 5.930
C: 12.844 17.646 6.659
C: 13.047 19.006 6.444
C: 12.208 19.907 7.107
C: 11.225 19.495 8.001
C: 11.044 18.093 8.228
C: 11.820 17.186 7.529
S: 13.213 13.078 4.452
H: 13.831 19.330 5.788
H: 12.331 20.977 6.975
H: 10.544 20.210 8.478
H: 10.289 17.795 8.965
H: 11.661 16.097 7.597

Results
Charge ... -1
ΔE to the lowest compared entry with this formula, charge and spin ... 0.0 kcal per mole

=====

(4)
Entry from OMol25: a single C28H32N2O5 molecule at a distorted geometry (ωB97M-V/def2-TZVPD).

Geometry (Å):
C: 5.929 1.237 -5.519
C: 4.590 0.783 -4.959
O: 4.466 1.319 -3.656
C: 3.354 1.040 -2.931
C: 2.282 0.272 -3.372
C: 1.195 0.058 -2.541
C: 1.157 0.597 -1.267
C: 2.233 1.358 -0.823
C: 3.315 1.583 -1.644
H: 4.154 2.173 -1.311
H: 2.218 1.777 0.173
C: -0.016 0.329 -0.350
N: -0.430 1.504 0.387
C: -0.283 1.400 1.732
O: -0.526 2.258 2.551
C: 0.233 0.014 1.945
C: 0.368 -0.614 0.752
C: 0.853 -1.977 0.642
O: 0.981 -2.594 -0.402
C: 1.166 -2.529 1.974
C: 1.658 -3.831 2.094
C: 1.962 -4.390 3.317
C: 1.772 -3.627 4.484
C: 1.287 -2.338 4.382
C: 0.982 -1.779 3.143
O: 0.509 -0.501 3.139
H: 1.133 -1.733 5.263
C: 2.092 -4.203 5.826
H: 3.141 -4.492 5.876
H: 1.892 -3.482 6.614
H: 1.495 -5.095 6.010
C: 2.487 -5.790 3.401
H: 3.471 -5.802 3.868
H: 1.827 -6.411 4.005
H: 2.567 -6.228 2.411
H: 1.791 -4.390 1.180
C: -0.880 2.717 -0.252
H: -0.452 3.559 0.300
C: -2.405 2.853 -0.240
C: -3.098 1.758 -1.052
N: -4.465 2.122 -1.379
C: -5.020 1.279 -2.425
C: -6.413 1.790 -2.793
H: -6.875 1.146 -3.543
O: -7.273 1.783 -1.679
C: -6.738 2.573 -0.644
C: -5.350 2.088 -0.226
H: -4.961 2.750 0.548
H: -5.431 1.066 0.186
H: -7.439 2.503 0.189
H: -6.665 3.620 -0.976
H: -6.325 2.812 -3.189
H: -4.373 1.331 -3.304
H: -5.095 0.226 -2.101
H: -2.565 1.637 -2.000
H: -3.056 0.797 -0.507
H: -2.673 3.819 -0.668
H: -2.736 2.831 0.798
H: -0.495 2.725 -1.274
H: -0.846 -0.077 -0.941
H: 0.375 -0.549 -2.892
H: 2.279 -0.168 -4.357
H: 4.547 -0.314 -4.921
H: 3.771 1.146 -5.595
H: 6.062 0.846 -6.524
H: 6.736 0.879 -4.886
H: 5.969 2.323 -5.550

Results
Charge ... 0
SMILES ... CCOc1ccc([C@H]2c3c(oc4cc(C)c(C)cc4c3=O)C(=O)N2CCCN2CCOCC2)cc1
ΔE to the lowest compared entry with this formula, charge and spin ... 13.4 kcal per mole

=====

(5)
Entry from OMol25: a molecular structure, C28H33AsCl2IrNO5S at a distorted geometry (ωB97M-V/def2-TZVPD).

Geometry (Å):
Ir: -0.006 -0.126 0.091
O: 2.194 -0.260 0.244
N: 2.883 0.792 0.656
C: 4.107 0.578 1.187
C: 4.876 1.617 1.631
C: 4.376 2.918 1.529
C: 3.131 3.115 0.985
C: 2.364 2.032 0.531
S: 0.819 2.200 -0.187
H: 4.410 -0.458 1.211
H: 5.851 1.412 2.048
H: 4.963 3.758 1.876
H: 2.701 4.102 0.883
Cl: -7.630 1.151 0.179
C: -5.895 1.152 0.038
C: -5.204 2.370 0.118
C: -3.840 2.393 0.031
Cl: -2.996 3.903 0.131
C: -3.057 1.203 -0.137
O: -1.778 1.283 -0.159
C: -3.807 0.002 -0.270
C: -3.141 -1.239 -0.548
O: -1.933 -1.423 -0.618
C: -5.209 -0.008 -0.170
H: -5.753 3.293 0.248
H: -3.808 -2.103 -0.725
H: -5.746 -0.945 -0.261
C: 1.986 0.592 3.964
C: 0.668 -0.175 3.961
As: -0.458 0.265 2.443
C: -0.817 2.156 2.727
C: -1.582 2.460 4.012
C: -2.164 -0.594 2.803
C: -2.398 -1.024 4.246
H: 2.567 0.343 4.853
H: 1.828 1.672 3.961
H: 2.581 0.333 3.091
H: 0.076 0.046 4.849
H: 0.844 -1.244 3.907
H: -1.359 2.496 1.847
H: 0.146 2.667 2.709
H: -2.585 2.032 3.988
H: -1.687 3.540 4.127
H: -1.068 2.082 4.898
H: -2.199 -1.460 2.145
H: -2.934 0.103 2.465
H: -1.672 -1.778 4.551
H: -3.394 -1.459 4.334
H: -2.340 -0.187 4.943
C: 1.703 -8.473 0.359
C: 1.429 -7.010 0.597
C: 2.363 -6.040 0.263
C: 2.104 -4.684 0.439
C: 3.156 -3.663 0.079
C: 0.877 -4.298 0.982
C: -0.063 -5.257 1.371
C: -1.379 -4.860 1.993
C: 0.230 -6.599 1.168
C: 0.531 -2.837 1.094
O: 0.236 -2.372 2.198
O: 0.542 -2.203 -0.023
H: 2.542 -8.611 -0.322
H: 0.828 -8.964 -0.070
H: 1.940 -8.984 1.295
H: 3.321 -6.337 -0.153
H: 4.069 -4.155 -0.255
H: 3.392 -3.035 0.941
H: 2.802 -2.998 -0.708
H: -1.983 -4.282 1.286
H: -1.213 -4.232 2.867
H: -1.947 -5.742 2.288
H: -0.500 -7.348 1.460

Results
Charge ... 0
ΔE to the lowest compared entry with this formula, charge and spin ... 88.3 kcal per mole

=====

(6)
Entry from OMol25: a molecular structure, C28H33BrFeN10S3 at a distorted geometry (ωB97M-V/def2-TZVPD).

Geometry (Å):
Fe: 1.178 0.138 0.535
C: -3.110 -1.899 4.656
C: -3.201 -0.761 3.615
N: -1.988 0.137 3.658
C: -0.848 0.143 2.913
S: -0.564 -1.173 1.826
N: -0.106 1.198 3.233
N: 1.082 1.203 2.467
C: 2.063 1.988 2.720
C: 1.930 2.933 3.876
C: 3.399 1.573 2.112
C: 4.594 2.269 2.245
C: 5.670 1.709 1.655
C: 5.631 0.494 0.931
C: 4.354 -0.066 0.806
N: 3.288 0.512 1.341
H: -4.001 -2.598 4.658
H: -3.035 -1.488 5.696
H: -2.239 -2.522 4.561
H: -4.040 -0.108 3.648
H: -3.104 -1.293 2.647
H: -2.064 0.943 4.228
H: 1.124 3.641 3.728
H: 2.764 3.490 4.075
H: 1.574 2.391 4.669
H: 4.682 3.247 2.642
H: 6.583 2.278 1.809
H: 6.589 0.163 0.542
H: 4.143 -1.017 0.352
S: 1.902 -1.131 -1.424
C: 2.655 0.354 -1.861
N: 2.667 1.450 -1.083
C: 3.466 2.421 -1.604
C: 3.724 3.729 -1.064
C: 4.451 4.616 -1.789
C: 4.908 4.326 -3.060
C: 4.697 3.059 -3.654
C: 3.957 2.171 -2.909
S: 3.402 0.569 -3.332
H: 3.430 3.963 -0.009
H: 4.671 5.546 -1.347
H: 5.504 5.103 -3.590
H: 4.896 2.997 -4.714
C: -3.915 -4.040 -0.686
N: -3.342 -2.786 -1.137
C: -1.941 -3.090 -1.275
N: -1.747 -4.162 -2.332
C: -2.386 -5.393 -1.835
N: -3.847 -5.124 -1.614
C: -4.452 -4.673 -2.836
N: -3.888 -3.468 -3.402
C: -3.866 -2.378 -2.413
C: -2.402 -3.770 -3.576
H: -4.897 -3.795 -0.393
H: -3.368 -4.174 0.286
H: -1.509 -3.470 -0.367
H: -1.404 -2.151 -1.579
H: -1.913 -5.776 -0.907
H: -2.269 -6.257 -2.622
H: -5.481 -4.538 -2.612
H: -4.385 -5.486 -3.638
H: -4.939 -2.012 -2.290
H: -3.214 -1.562 -2.657
H: -1.889 -2.916 -4.024
H: -2.360 -4.697 -4.192
Br: -0.663 5.649 -0.259
C: -1.107 3.800 -0.411
C: -2.427 3.368 -0.670
C: -2.732 2.012 -0.654
C: -1.728 1.073 -0.328
N: -0.453 1.483 -0.195
C: -0.117 2.779 -0.241
H: -3.246 4.132 -0.672
H: -3.775 1.695 -0.725
H: -1.956 0.047 -0.137
H: 0.942 2.980 -0.011

Results
Charge ... 0
2S+1 ... 5
ΔE to the lowest compared entry with this formula, charge and spin ... 44.9 kcal per mole